Below is C24H72KO24 as an isolated structure in a non-equilibrium geometry, with properties calculated with the ωB97M-V functional and the def2-TZVPD basis.

Structure (XYZ):
```
121
Properties=species:S:1:pos:R:3:forces:R:3
K 11.807609 13.007914 11.893243 -0.2 0.5 -0.3
C 10.699322 9.853292 9.782595 0.3 -0.1 0.0
C 9.515558 10.081329 10.643842 -0.5 0.9 1.1
O 9.830112 10.066766 12.067686 1.0 -2.1 -0.3
O 11.619083 10.937799 9.998463 1.3 -0.7 0.3
H 10.442153 9.830405 8.740669 -0.5 0.3 -0.6
H 11.020401 8.831791 9.960501 1.2 0.0 0.4
H 8.653289 9.462870 10.470271 -0.1 -0.9 -0.3
H 9.138068 11.057959 10.465171 -0.1 1.0 0.0
H 10.231068 9.149683 12.226543 -0.9 1.9 -0.1
H 12.570033 10.645763 10.080105 -1.4 -0.2 -0.1
C 11.331078 17.833832 12.561461 -0.8 -1.5 -0.2
C 11.982712 17.033296 13.674360 1.5 -0.6 -2.2
O 11.876598 15.619189 13.329377 -0.1 0.5 2.0
O 11.841354 17.471908 11.294503 0.3 -0.1 -0.4
H 11.448038 18.910512 12.640503 -0.2 0.0 0.4
H 10.277386 17.465298 12.580439 0.2 1.0 0.1
H 11.507830 17.263958 14.565255 -1.1 0.3 1.9
H 13.034675 17.343115 13.766421 0.0 -0.3 0.0
H 12.078491 15.093933 14.179960 0.0 1.0 -1.9
H 11.506992 16.576601 11.109212 0.2 0.0 -0.2
C 12.028797 12.083929 15.242770 0.2 0.4 1.0
C 13.310782 12.859837 15.516495 0.7 -0.7 -1.2
O 13.369354 13.979914 14.654962 -2.4 0.4 1.4
O 12.146600 11.472494 13.945639 -0.8 -0.4 0.6
H 11.242732 12.849550 15.266823 -0.4 -0.5 -0.1
H 11.852833 11.303556 16.020468 0.0 0.6 -0.5
H 14.107409 12.177294 15.236990 0.5 -0.1 0.2
H 13.514096 13.266267 16.491912 -0.6 -0.5 0.8
H 14.104006 13.967408 14.095309 2.1 -0.3 -1.6
H 11.343605 10.916214 13.831051 0.7 0.4 0.0
C 12.366826 8.484000 6.109945 -0.8 -1.4 2.6
C 13.861085 8.245668 5.998582 -1.0 0.1 -0.7
O 14.534077 8.925611 7.018714 0.3 0.2 0.7
O 11.999477 9.757773 5.705946 -0.4 -0.4 -1.7
H 11.939413 8.302641 7.194033 1.2 0.2 -1.6
H 11.867267 7.689296 5.545312 -0.1 0.4 -0.4
H 14.111350 8.613306 5.028299 0.3 0.9 -0.8
H 14.158065 7.221944 5.876795 -0.1 -1.0 0.8
H 15.357950 9.275501 6.692991 0.4 0.1 -0.1
H 12.024981 10.365565 6.425630 0.3 0.8 1.0
C 7.383258 11.919415 15.319108 1.8 -1.8 -1.7
C 6.843505 13.192527 14.721973 -0.5 0.5 -0.6
O 6.541345 12.995384 13.330910 -0.2 -0.2 0.0
O 8.804016 11.613378 14.926346 -1.2 0.8 0.1
H 6.829766 11.004610 14.998545 -0.2 0.9 0.2
H 7.476933 11.874643 16.366275 -0.3 0.4 1.4
H 7.571284 13.996796 14.719879 0.4 -0.1 0.2
H 5.946035 13.658901 15.169246 0.3 -0.8 0.4
H 5.823841 12.347156 13.265009 0.2 0.2 -0.1
H 8.875902 11.399646 13.982003 -0.4 0.1 0.1
C 10.679858 16.495989 7.037677 0.1 0.5 1.0
C 10.523665 18.017613 7.073817 2.0 -0.6 1.8
O 11.893387 18.596926 7.027056 -1.5 -0.6 -0.1
O 11.311395 16.009854 8.231283 0.2 0.5 -0.5
H 11.402253 16.296012 6.278424 -0.2 -0.5 -1.3
H 9.733708 15.940115 7.010707 0.2 0.4 -0.6
H 10.098650 18.254804 8.055547 -0.2 0.3 -0.3
H 9.963408 18.381239 6.264181 -0.9 0.4 -1.1
H 11.775774 19.547122 6.899698 0.1 -0.2 0.0
H 12.215424 16.337061 8.160499 0.3 0.2 0.6
C 8.760542 11.310234 7.086231 -0.9 -0.8 -0.9
C 7.723046 11.949981 6.163889 1.4 0.8 1.2
O 6.663930 12.465380 6.913537 -1.3 0.7 0.1
O 9.689615 12.152365 7.675627 0.0 1.1 0.7
H 9.253565 10.574804 6.475980 0.4 -0.6 -0.2
H 8.226187 10.800322 7.865853 -0.3 -0.4 0.6
H 7.385904 11.259384 5.424658 -0.1 -0.5 -0.7
H 8.313881 12.769309 5.783137 0.0 0.4 -1.1
H 6.051759 12.949119 6.319450 0.6 -0.5 0.6
H 10.488081 12.258023 7.150949 0.1 -0.2 -0.1
C 9.098932 15.090012 10.541115 0.0 -0.9 -1.1
C 8.342832 13.727726 10.511036 0.7 2.2 1.6
O 8.701400 12.959954 11.654663 0.5 0.0 -0.3
O 10.516907 14.925390 10.379778 -0.6 -0.4 2.2
H 8.926987 15.505510 11.529568 0.1 0.4 0.0
H 8.706404 15.744776 9.719424 0.2 -0.3 0.8
H 8.632430 13.205529 9.643287 -0.1 -0.7 -1.2
H 7.299730 14.034098 10.603597 -0.3 -0.5 -0.6
H 7.961004 13.037261 12.262252 -0.3 -0.2 0.5
H 10.767286 14.910590 9.468459 0.0 0.3 -1.2
C 14.917496 8.879726 10.351526 -2.4 0.6 2.8
C 14.707511 9.948591 11.517197 0.1 -1.7 -0.4
O 14.344276 11.256811 11.130275 -0.3 0.4 -1.9
O 13.692802 8.662369 9.642866 0.7 0.5 0.8
H 15.172013 7.956736 10.871505 0.3 -0.1 0.0
H 15.715991 9.178526 9.744310 1.1 0.5 -1.2
H 15.622755 10.062613 12.041355 1.2 -0.3 0.5
H 14.006177 9.553382 12.279629 -0.1 0.4 -0.7
H 14.871447 11.521474 10.325437 -0.8 -0.2 0.9
H 13.981482 8.598952 8.733967 -0.2 0.0 -1.0
C 14.983954 18.126055 9.116294 -1.2 0.5 -0.5
C 15.755002 17.375254 8.111925 0.4 -0.1 -2.3
O 16.192123 16.148466 8.697656 0.2 -0.3 -0.7
O 13.794434 17.386139 9.232379 -1.1 -0.4 0.5
H 14.770218 19.126265 8.783118 -0.2 0.5 -0.7
H 15.384068 18.293623 10.076965 1.2 -0.3 1.2
H 16.601927 17.996829 7.672002 -0.8 -0.9 0.6
H 14.970938 17.162998 7.271249 1.5 0.4 1.2
H 16.335883 15.473009 8.002387 0.0 0.7 0.6
H 13.204377 17.756097 9.912854 -0.1 -0.1 0.1
C 16.038401 14.037960 11.896811 1.1 0.5 0.3
C 15.357664 15.368655 11.693039 -0.5 1.0 -0.6
O 14.234422 15.196980 10.777480 0.8 -0.6 0.9
O 15.243344 13.214699 12.747118 0.2 0.1 -0.3
H 16.947976 14.248738 12.477614 -0.1 -0.1 -0.2
H 16.417895 13.588075 10.920278 -0.9 0.2 1.2
H 16.066833 16.165293 11.333739 -0.6 -1.0 0.0
H 14.964476 15.758700 12.657640 0.1 -0.4 -0.4
H 14.243601 15.909835 10.125375 -0.1 0.5 -0.2
H 14.705483 12.620556 12.209209 0.1 -0.4 -0.2
C 13.390722 12.881090 6.894590 0.9 -0.1 0.7
C 13.891322 13.875303 7.939885 1.1 -0.6 0.5
O 14.677802 13.195653 8.968292 -0.6 -0.7 -1.6
O 12.442903 11.946226 7.383552 0.1 0.5 0.1
H 14.212027 12.342478 6.408747 0.2 0.0 0.4
H 12.962192 13.454252 6.119945 -0.9 0.7 -1.0
H 13.072510 14.389185 8.471957 0.2 -0.1 -0.6
H 14.582313 14.609256 7.454350 -0.9 -0.4 0.1
H 14.761890 13.861887 9.645101 -0.1 0.8 1.0
H 12.406014 12.046196 8.343067 -0.3 -0.4 0.2
```
Forces are in eV/Å.

The value obtained for the energy relative to the best compared isomer or geometry (same formula, charge and spin) is 0.00 kcal/mol. As for the highest occupied orbital energy: -11.58 eV. The calculation puts the frontier orbital gap at 10.017 eV. The charge is +1.

These are the Löwdin partial charges, in e, on atoms 1 to 5: atom 1 (K): 0.814, atom 2 (C): -0.213, atom 3 (C): -0.215, atom 4 (O): -0.092, atom 5 (O): -0.133

Below is one molecule with the formula C20H25N7O4 in a non-equilibrium geometry, with properties calculated with the ωB97M-V functional and the def2-TZVPD basis.

Structure (XYZ):
```
56
Properties=species:S:1:pos:R:3:forces:R:3
O -4.411940 -2.942645 0.529949 -0.2 -0.2 -0.3
C -3.552444 -2.112352 0.752288 0.1 0.2 0.3
N -3.741374 -0.983335 1.475769 0.2 -0.1 0.2
C -5.055320 -0.423314 1.689242 -0.3 0.0 -0.1
C -5.340168 0.673828 0.655401 0.2 0.0 0.3
C -4.333832 1.832306 0.717432 -0.3 -0.1 -0.2
N -2.963348 1.399647 0.470302 0.3 0.6 0.3
C -2.609390 1.081689 -0.898431 0.1 0.0 -0.3
C -2.479714 2.261162 -1.877819 0.1 -0.1 0.4
C -1.423164 3.282327 -1.442301 -0.4 0.1 -0.1
N -0.137993 2.681563 -1.165822 0.1 0.0 -0.2
C 0.282782 2.465350 0.100171 0.1 0.1 -0.3
O -0.375382 2.799667 1.072268 0.0 0.0 0.3
C 1.606529 1.800305 0.250843 0.4 -0.2 0.2
C 1.897477 1.198440 1.477916 0.1 0.1 -0.2
C 3.106442 0.561058 1.654130 0.0 0.0 -0.2
C 4.001680 0.529565 0.581649 -0.8 0.4 0.2
C 5.272936 -0.166180 0.663025 0.9 -0.3 -0.3
N 5.619505 -0.759637 1.726901 -0.7 0.3 0.2
O 6.794334 -1.400145 1.779660 0.8 -0.4 -0.2
N 3.743335 1.133539 -0.579965 0.6 -0.2 0.1
C 2.588890 1.752804 -0.734601 -0.5 0.2 0.2
C -2.162007 -2.205798 0.205591 0.3 -0.1 -0.2
C -1.044391 -1.673957 0.846982 -0.1 -0.1 -0.2
C 0.156661 -1.632451 0.168620 0.0 -0.1 -0.2
C 0.203547 -2.108794 -1.145606 -0.5 0.1 0.8
C 1.396244 -1.959037 -1.964695 0.9 0.0 -0.8
N 2.278940 -1.121708 -1.606179 0.1 0.3 0.4
O 3.375759 -0.975110 -2.430177 -0.3 -0.4 -0.2
N -0.842850 -2.690351 -1.729512 0.5 0.0 -0.5
C -1.979793 -2.745021 -1.067980 -0.5 0.1 0.4
H -3.041581 -0.245689 1.384650 -0.1 -0.2 -0.2
H -5.099081 -0.007093 2.700139 -0.1 0.0 0.0
H -5.787283 -1.229258 1.599076 0.1 0.1 0.1
H -5.332308 0.226118 -0.339722 -0.1 0.0 -0.1
H -6.338358 1.077636 0.830852 -0.1 0.0 -0.1
H -4.661776 2.615925 0.016151 0.0 0.0 0.1
H -4.355980 2.258932 1.723410 0.0 0.1 0.0
H -2.296773 2.062746 0.857502 -0.1 -0.1 0.0
H -3.350664 0.383095 -1.294427 0.1 -0.1 0.0
H -1.649987 0.552912 -0.864177 -0.1 -0.1 -0.1
H -2.216209 1.854599 -2.856472 -0.1 0.0 -0.1
H -3.435175 2.778214 -1.976730 0.0 0.0 -0.1
H -1.299475 4.037178 -2.224721 0.0 0.0 0.1
H -1.735432 3.783022 -0.522615 0.0 0.0 -0.2
H 0.355331 2.263607 -1.937620 0.1 0.0 0.1
H 1.158864 1.245311 2.264738 0.0 0.0 0.1
H 3.376331 0.077633 2.578175 0.0 0.0 0.1
H 5.899169 -0.146277 -0.237580 0.0 0.0 0.1
H 7.289713 -1.346458 0.935053 -0.4 0.1 0.1
H 2.465362 2.242704 -1.692576 -0.1 0.0 -0.1
H -1.115157 -1.302574 1.858900 0.0 0.1 0.1
H 1.050911 -1.230917 0.616558 0.1 0.0 0.0
H 1.451899 -2.541030 -2.882447 0.1 0.0 0.0
H 3.869947 -0.234350 -2.021766 -0.3 -0.2 0.0
H -2.810257 -3.215312 -1.577471 -0.1 0.0 0.1
```
Forces are in eV/Å.

The value obtained for the energy relative to the best compared isomer or geometry (same formula, charge and spin) is 80.86 kcal/mol. As for the highest occupied orbital energy: -8.79 eV. The calculation puts the frontier orbital gap at 8.293 eV. Its SMILES is O=C(NCCCNCCCNC(=O)c1ccc(/C=N/O)nc1)c1ccc(/C=N/O)nc1. The charge is 0.

These are the Löwdin partial charges, in e, on atoms 1 to 5: atom 1 (O): 0.065, atom 2 (C): -0.468, atom 3 (N): 0.058, atom 4 (C): -0.171, atom 5 (C): -0.162